Entry from OMol25: a 3-piece molecular cluster, C39H78BIN3O12P2 overall in a non-equilibrium geometry (wB97M-V/def2-TZVPD).

Values from the calculation:
LUMO: -3.9 eV
Calculated total energy: -98096.8005 eV
HOMO energy: -11.24 eV
Net charge: +1

CARTESIAN COORDINATES (ANGSTROEM)
C  2.428  3.183  4.430
C  1.517  1.956  4.095
C  0.478  2.242  2.945
C  -0.179  0.835  2.608
C  -1.670  0.931  2.150
C  -1.925  1.186  0.617
C  -0.626  1.292  -0.237
C  -0.262  2.620  -0.647
C  -1.021  3.900  -0.264
C  -2.122  4.369  -1.288
C  -3.589  3.938  -0.903
I  -1.811  3.788  -3.347
C  0.934  2.655  -1.491
C  1.480  3.952  -2.074
C  2.581  4.523  -1.080
C  4.058  4.455  -1.617
C  5.022  4.316  -0.366
N  5.856  3.085  -0.460
C  5.392  2.122  0.595
C  7.236  3.377  -0.113
C  8.326  2.577  -0.858
O  7.572  4.163  0.724
C  1.486  1.320  -1.717
B  2.807  1.245  -2.677
O  3.998  0.961  -2.019
C  2.784  1.492  -4.241
C  1.615  0.748  -4.997
N  1.092  0.156  -1.265
N  0.005  0.152  -0.512
C  -0.409  -1.206  -0.076
C  -0.935  -2.014  -1.312
O  -0.315  -3.280  -1.492
C  1.013  -3.165  -1.896
O  1.375  -2.671  -2.911
C  2.065  -3.721  -0.883
C  3.263  -2.748  -0.658
H  3.328  2.793  4.962
H  2.779  3.621  3.473
H  1.949  3.909  5.114
H  0.992  1.660  5.036
H  2.125  1.067  3.807
H  0.949  2.714  2.060
H  -0.339  2.838  3.406
H  -0.189  0.297  3.587
H  0.486  0.237  1.950
H  -2.156  1.696  2.801
H  -2.169  -0.029  2.431
H  -2.598  2.047  0.466
H  -2.476  0.300  0.219
H  -0.256  4.705  -0.166
H  -1.486  3.763  0.739
H  -2.118  5.482  -1.268
H  -3.728  2.900  -1.285
H  -4.291  4.590  -1.459
H  -3.718  4.010  0.197
H  1.887  3.830  -3.101
H  0.679  4.716  -2.170
H  2.444  4.021  -0.095
H  2.339  5.598  -0.924
H  4.237  3.647  -2.355
H  4.238  5.425  -2.136
H  5.616  5.249  -0.309
H  4.448  4.251  0.589
H  5.838  2.468  1.560
H  4.287  2.057  0.646
H  5.791  1.122  0.307
H  8.528  1.665  -0.241
H  7.994  2.206  -1.849
H  9.280  3.137  -0.892
H  3.751  0.423  -1.244
H  2.767  2.569  -4.533
H  3.750  1.100  -4.645
H  0.750  1.424  -5.171
H  1.312  -0.175  -4.447
H  2.007  0.406  -5.977
H  -1.060  -1.208  0.811
H  0.548  -1.688  0.243
H  -2.026  -2.195  -1.174
H  -0.858  -1.440  -2.268
H  1.541  -3.805  0.103
H  2.367  -4.759  -1.137
H  3.659  -2.427  -1.645
H  2.999  -1.877  -0.019
H  4.089  -3.292  -0.144
O  3.024  -6.412  2.718
P  3.148  -6.392  4.219
O  2.502  -7.865  4.593
C  2.774  -9.021  3.806
C  3.858  -9.871  4.442
O  1.861  -5.428  4.562
C  1.367  -4.506  3.602
C  0.156  -5.087  2.898
O  3.587  -6.160  5.811
C  4.662  -6.914  6.363
C  5.954  -6.738  5.593
H  3.055  -8.770  2.783
H  1.847  -9.597  3.756
H  4.810  -9.332  4.464
H  4.004  -10.795  3.880
H  3.600  -10.126  5.471
H  2.145  -4.220  2.891
H  1.076  -3.600  4.140
H  0.380  -6.052  2.441
H  -0.204  -4.409  2.118
H  -0.653  -5.260  3.611
H  4.380  -7.967  6.435
H  4.802  -6.560  7.386
H  5.845  -7.066  4.552
H  6.756  -7.316  6.053
H  6.247  -5.687  5.572
O  -6.808  2.238  -2.925
P  -8.026  1.433  -3.296
O  -9.216  2.386  -2.656
C  -9.166  3.806  -2.749
C  -10.036  4.311  -3.885
O  -7.943  0.299  -2.110
C  -6.704  -0.023  -1.492
C  -6.577  0.702  -0.166
O  -9.171  0.444  -3.997
C  -9.913  0.909  -5.120
C  -9.026  1.325  -6.274
H  -8.148  4.178  -2.871
H  -9.544  4.200  -1.802
H  -9.652  3.966  -4.849
H  -10.059  5.402  -3.898
H  -11.058  3.942  -3.786
H  -5.863  0.198  -2.152
H  -6.698  -1.102  -1.318
H  -6.690  1.781  -0.289
H  -5.606  0.503  0.296
H  -7.363  0.380  0.520
H  -10.580  1.719  -4.815
H  -10.553  0.084  -5.436
H  -8.353  2.141  -5.986
H  -9.629  1.658  -7.120
H  -8.402  0.489  -6.597

Entry from OMol25: a 6-piece molecular cluster, C39H78BrIN6O17PS2 overall in a non-equilibrium geometry (wB97M-V/def2-TZVPD).

Values from the calculation:
LUMO: -3.3 eV
Calculated total energy: -194530.1141 eV
HOMO energy: -10.05 eV
Net charge: +1

CARTESIAN COORDINATES (ANGSTROEM)
C  -1.106  3.538  6.956
C  -0.430  2.125  6.479
C  0.057  2.017  4.919
I  1.289  3.836  4.722
C  -0.994  1.573  3.744
P  -2.622  1.312  4.812
O  -3.825  0.308  4.071
Br  -3.908  3.219  5.001
C  -1.396  2.624  2.602
C  -1.590  4.207  2.855
C  -0.616  5.109  1.831
O  -0.726  4.972  0.479
O  0.345  6.126  2.282
C  0.109  7.441  1.671
C  0.606  7.901  0.155
O  -0.544  8.349  2.447
O  -2.735  2.147  2.117
C  -2.458  1.046  1.201
S  -4.113  0.457  0.651
C  -4.232  0.404  -1.260
O  -4.716  -0.834  1.151
O  -5.175  1.577  1.009
C  -1.270  -0.016  1.679
S  -1.476  -1.774  1.110
C  0.051  -2.823  0.845
O  -1.917  -1.637  -0.415
O  -2.514  -2.695  1.702
N  -0.572  0.247  3.032
C  0.930  0.274  2.629
C  1.700  1.495  2.020
C  2.181  1.192  0.440
C  3.441  0.150  0.435
C  3.863  -0.450  -1.027
C  2.620  -0.757  -2.049
C  2.490  0.593  -3.026
O  3.716  0.779  -3.846
C  4.343  2.081  -3.556
C  -0.485  -0.934  3.959
C  -1.610  -1.805  4.617
O  -1.020  -3.138  4.997
C  -0.614  -3.114  6.425
O  0.656  -2.980  6.859
H  -2.125  3.247  7.508
H  -1.403  4.278  6.108
H  -0.489  4.148  7.748
H  0.602  2.195  7.099
H  -0.887  1.152  6.956
H  0.975  1.258  5.065
H  -3.498  -0.269  3.343
H  -0.769  2.615  1.584
H  -2.688  4.531  2.505
H  -1.534  4.585  3.963
H  -0.190  7.465  -0.615
H  1.688  7.484  -0.120
H  0.590  9.090  0.052
H  -2.129  1.648  0.210
H  -4.600  1.472  -1.632
H  -3.207  0.176  -1.772
H  -5.093  -0.350  -1.498
H  -0.447  0.302  0.843
H  0.883  -2.765  1.651
H  -0.316  -3.955  0.747
H  0.589  -2.602  -0.198
H  1.175  -0.617  1.862
H  1.626  -0.102  3.534
H  1.297  2.573  1.992
H  2.769  1.619  2.552
H  2.611  2.242  0.069
H  1.298  0.936  -0.272
H  3.276  -0.721  1.229
H  4.383  0.755  0.849
H  4.719  0.225  -1.495
H  4.387  -1.502  -0.818
H  1.579  -0.856  -1.490
H  2.776  -1.748  -2.666
H  1.536  0.507  -3.718
H  2.301  1.552  -2.349
H  5.305  2.147  -4.239
H  3.588  2.948  -3.800
H  4.646  2.217  -2.415
H  0.213  -1.752  3.422
H  0.183  -0.711  4.933
H  -1.905  -1.345  5.684
H  -2.619  -2.051  4.129
H  -1.439  -3.172  7.284
C  -2.690  -5.909  -3.641
O  -1.522  -6.155  -3.370
N  -3.556  -5.179  -2.855
C  -4.928  -4.932  -3.247
C  -3.081  -4.642  -1.597
H  -3.153  -6.270  -4.574
H  -5.086  -3.852  -3.320
H  -5.594  -5.351  -2.487
H  -5.151  -5.393  -4.213
H  -2.235  -3.975  -1.792
H  -2.741  -5.467  -0.964
H  -3.875  -4.090  -1.088
C  4.418  2.980  -7.345
O  3.367  3.002  -6.716
N  5.076  1.842  -7.761
C  6.318  1.900  -8.502
C  4.508  0.547  -7.448
H  4.935  3.909  -7.635
H  6.176  1.408  -9.469
H  7.093  1.377  -7.934
H  6.631  2.934  -8.668
H  3.509  0.481  -7.888
H  4.421  0.450  -6.361
H  5.138  -0.256  -7.840
C  8.314  1.787  -3.885
O  7.589  2.282  -3.032
N  9.133  2.488  -4.743
C  9.963  1.826  -5.728
C  9.166  3.933  -4.660
H  8.365  0.696  -4.034
H  11.010  2.077  -5.535
H  9.678  2.177  -6.724
H  9.840  0.740  -5.681
H  9.484  4.224  -3.654
H  8.159  4.323  -4.837
H  9.857  4.348  -5.399
C  -5.364  -7.651  -6.052
O  -4.471  -6.814  -6.038
N  -5.286  -8.894  -6.643
C  -6.391  -9.830  -6.614
C  -4.062  -9.278  -7.314
H  -6.338  -7.462  -5.570
H  -6.065  -10.746  -6.114
H  -6.687  -10.058  -7.642
H  -7.247  -9.413  -6.078
H  -3.237  -9.247  -6.595
H  -3.856  -8.563  -8.116
H  -4.149  -10.285  -7.731
C  -3.568  1.132  9.302
O  -2.988  1.550  8.308
N  -4.922  1.232  9.538
C  -5.533  0.710  10.743
C  -5.763  1.878  8.552
H  -3.023  0.624  10.115
H  -6.278  -0.042  10.465
H  -6.021  1.531  11.276
H  -4.787  0.251  11.397
H  -5.673  1.341  7.602
H  -5.417  2.906  8.409
H  -6.807  1.881  8.876

Q: The highest HOMO energy belongs to which entry?
A: C39H78BrIN6O17PS2

Q: What is the LUMO in the second record?
A: -3.3 eV